No. 1
Entry from OMol25: C5H12Si2 as an isolated structure (wB97M-V/def2-TZVPD).

The geometry in XYZ format:
```
19
C5H12Si2 | OMol25 | wB97M-V/def2-TZVPD
C 2.0322 1.6488 -0.4575
C 0.1171 1.6022 -0.5709
C 1.0696 -0.8823 0.4350
C -1.5759 -0.9426 -1.3135
C -1.6464 0.1797 1.5257
Si 2.6247 0.0226 0.1903
Si -0.5564 -0.0025 -0.0381
H 2.3766 2.7142 -0.7942
H -0.0178 2.5069 -1.0991
H 0.9840 -1.7957 -0.2485
H 0.8903 -1.3727 1.3127
H -1.1649 -0.7692 -2.3368
H -1.4746 -1.9957 -1.1285
H -2.5888 -0.6250 -1.2067
H -1.0357 -0.0884 2.3884
H -1.8127 1.2881 1.4570
H -2.4999 -0.4815 1.4394
H 3.2960 -0.7788 -0.8262
H 3.4174 0.1601 1.4017
```

The calculation puts the energy above the lowest of the compared OMol25 structures with the same formula, charge and spin at 343.2 kJ/mol. The value obtained for the energy is -21130.7253 eV. The gap between HOMO and LUMO (spin up / spin down) comes out at 0.3143 / 0.3172 hartree. For the HOMO energy (spin up / spin down), the calculation gives -8.81 / -8.79 eV. The molecular weight is 128.32 g mol⁻¹. The calculation puts the LUMO energy (spin up / spin down) at -0.00925 / -0.00589 hartree.

---

No. 2
Entry from OMol25: a 2-piece molecular cluster, C26H39FN6O3S2 overall (wB97M-V/def2-TZVPD).

The geometry in XYZ format:
```
77
C26H39FN6O3S2 | OMol25 | wB97M-V/def2-TZVPD
C 1.4081 0.9022 3.8974
N 1.4124 2.0865 4.8174
C 1.5113 3.3877 4.0864
C 0.4440 3.5375 2.8864
C -1.0363 3.2114 3.1732
F -1.3814 2.7769 4.4922
C -2.1276 3.3866 2.0472
C -1.6639 3.8976 0.6675
C -2.7178 4.1497 -0.5414
C -4.2096 3.6783 -0.1930
C -4.4176 2.0670 -0.2635
O -3.5578 1.4413 -1.2487
C -0.1360 4.2001 0.3687
N 0.1812 4.6667 -0.9526
C 1.5720 4.9072 -1.1424
C 2.6112 4.7011 -0.0033
C 4.1660 4.9931 -0.3788
C 4.7540 3.6183 -1.0245
C 4.5302 3.5747 -2.6167
S 3.7904 1.9941 -3.2593
C 4.3308 0.5583 -2.1807
S 5.9302 0.0394 -2.3530
N 3.4007 -0.1077 -1.2529
C 2.6852 -1.3919 -1.4006
C 1.8656 -1.6522 -0.1207
N 2.0736 -0.5246 0.8040
C 2.9729 0.3344 0.0591
N 2.3602 4.2870 1.3395
C 0.9480 4.0372 1.4620
H 0.3076 0.5512 3.8139
H 1.8262 1.1181 2.8543
H 2.0775 0.0774 4.3514
H 2.2877 1.9844 5.3713
H 1.3325 4.2200 4.8749
H 2.5978 3.5123 3.7455
H -3.2209 3.1318 2.2991
H -2.7776 5.2848 -0.7645
H -2.3106 3.6713 -1.5013
H -4.6350 4.1094 0.7799
H -4.8848 4.0981 -1.0371
H -5.5048 1.9244 -0.6462
H -4.3843 1.5921 0.7761
H -3.7843 0.4805 -1.2188
H 1.9412 5.2583 -2.1675
H 4.7497 5.1974 0.5804
H 4.1739 5.8732 -1.1237
H 5.8665 3.5276 -0.7187
H 4.1990 2.7645 -0.5082
H 3.7976 4.4156 -2.8788
H 5.5174 3.7380 -3.1825
H 2.7122 -2.0973 -2.2908
H 1.1959 -2.5200 0.1807
H 3.2398 1.2888 0.6228
C -4.7736 -5.8746 -1.4264
O -4.0285 -5.9688 -0.2218
C -3.3074 -7.1950 -0.0943
C -1.8013 -6.9601 -0.2291
N -1.4388 -6.6094 -1.6026
C -0.0708 -6.1026 -1.7446
C 0.2874 -4.8014 -1.0081
O -0.3716 -3.6446 -1.5142
C -1.6823 -3.4411 -1.0095
H -5.4316 -5.0073 -1.3491
H -4.1126 -5.7223 -2.2839
H -5.3892 -6.7651 -1.5839
H -3.6588 -7.9571 -0.7976
H -3.5059 -7.5671 0.9169
H -1.2668 -7.8675 0.0617
H -1.5300 -6.1612 0.4701
H -2.0749 -5.8974 -1.9432
H 0.0881 -5.9358 -2.8145
H 0.6294 -6.8899 -1.4427
H 1.3562 -4.6254 -1.1718
H 0.1616 -4.8791 0.0773
H -1.7937 -3.7951 0.0198
H -2.4146 -3.9220 -1.6613
H -1.8907 -2.3698 -1.0282
```

The value obtained for the energy is -67052.9592 eV. The gap between HOMO and LUMO comes out at 0.2441 hartree. For the HOMO energy, the calculation gives -8.21 eV. The molecular weight is 566.77 g mol⁻¹. The calculation puts the LUMO energy at -0.05758 hartree.